An isolated molecule of C5H12Si, computed with ωB97M-V with the def2-TZVPD basis set.

Each line ends with the Löwdin charge.
Positions of all 18 atoms, in Å:
C 1.739 -1.145 -0.508  -0.1878
C 1.963 1.152 0.588  -0.1594
H -2.871 -0.691 -1.710  0.0311
C -3.247 -0.196 -0.860  -0.0876
H 1.064 0.716 -1.308  0.0509
C -2.595 0.299 0.191  -0.3259
H 2.874 1.421 0.067  0.0743
H 1.389 1.971 0.768  0.0004
H 2.072 0.599 1.557  0.0893
H 1.447 -1.905 0.220  0.0355
C 1.124 0.247 -0.377  -0.4677
H -0.478 0.947 1.818  -0.0370
H 2.804 -1.183 -0.334  0.0595
H -4.292 -0.152 -1.046  0.0383
Si -0.741 0.068 0.603  0.7744
H -0.578 -1.510 1.041  -0.0057
H 1.551 -1.553 -1.527  0.0809
H -3.224 0.915 0.817  0.0365

Spin multiplicity ... 1
Total charge ... 0
Relative energy (zero: lowest compared OMol25 entry of this formula, charge and spin) ... 184.3 kJ/mol
HOMO-LUMO gap ... 10.17 eV
SMILES ... C=C[SiH2]C(C)C


A cluster of 17 separate species, C3H39O17 in total, computed with ωB97M-V with the def2-TZVPD basis set.

Each line ends with the Löwdin charge.
Positions of all 59 atoms, in Å:
O 0.743 -1.313 -3.004  -0.0475
C -2.086 0.087 -1.395  -0.0266
H -1.978 2.895 1.890  -0.0030
H 2.465 -0.644 0.334  0.0186
H 2.848 3.742 -1.153  0.0161
O 2.663 0.363 -3.772  -0.0949
H -4.913 -3.840 -2.309  0.0162
H -2.542 1.058 -1.343  0.0702
H -1.749 -3.994 -1.153  0.0885
C -0.960 0.057 -0.328  -0.5122
H -1.366 0.065 0.693  0.1126
H 3.348 0.993 -1.097  0.0007
H -2.829 -0.678 -1.271  0.0550
O -2.253 -3.166 -1.302  -0.0633
H -4.742 0.052 1.999  0.0666
H -0.244 -1.570 1.117  -0.0100
O -2.345 2.381 2.607  -0.0812
O -0.273 -2.113 1.951  -0.0827
O 3.547 1.812 -1.551  -0.0650
H 1.027 3.275 2.633  0.0125
H 0.489 1.354 -1.445  0.0949
H 3.218 2.560 0.732  -0.0695
H -3.429 -0.750 2.009  -0.0063
O -2.970 -2.653 1.383  -0.0329
H 0.214 -1.124 -2.235  -0.0188
O 2.426 -0.776 2.006  -0.0706
O -3.786 0.108 2.159  -0.0401
H -2.055 -2.801 1.598  0.0015
H 1.653 -0.245 2.275  -0.0078
O -4.924 -2.885 -2.310  -0.0829
H 0.219 1.527 2.262  -0.0072
H 1.206 -3.734 -1.188  0.0083
H 1.578 3.527 -0.401  0.0008
H 3.221 -0.401 2.447  0.0715
H 0.384 1.090 3.600  0.0814
H 4.190 1.488 1.153  0.0245
H -0.040 -1.668 -3.456  0.0667
C -0.030 1.282 -0.461  -0.0607
O 0.434 3.524 1.979  0.0042
H -3.958 -2.739 -2.221  -0.0011
H -0.653 2.186 -0.320  0.0811
H 0.603 4.420 1.759  0.0461
O 2.462 -0.612 -0.671  -0.0954
H -3.030 -2.663 0.455  -0.0253
O -0.197 -1.103 -0.430  -0.3614
O 1.283 -3.258 -0.369  -0.0919
H 0.790 1.201 0.266  0.0593
H 0.615 -2.344 2.183  0.0159
H 1.509 -0.418 -0.690  -0.0170
H 2.022 -0.189 -3.332  -0.0494
H -1.712 -0.038 -2.374  0.0588
H -2.820 1.628 2.199  -0.0103
O 2.355 4.072 -0.407  -0.0493
O 3.583 2.150 1.453  -0.0127
H 2.792 0.999 -3.043  -0.0202
H 4.500 1.924 -1.417  0.0774
O 0.385 0.710 2.714  -0.0190
H -1.682 -2.453 -1.026  -0.0015
H 0.814 -2.373 -0.360  -0.0118

Spin multiplicity ... 1
Total charge ... -1
Relative energy (zero: lowest compared OMol25 entry of this formula, charge and spin) ... 135.8 kJ/mol
HOMO-LUMO gap ... 8.33 eV


An isolated molecule of C4H8O2, computed with ωB97M-V with the def2-TZVPD basis set.

Each line ends with the Löwdin charge.
Positions of all 14 atoms, in Å:
H 0.327 -1.222 0.070  0.1296
H -0.749 0.540 1.428  0.1176
H -2.150 0.099 -1.287  0.0762
O 2.711 -1.440 -0.229  0.0722
H -0.663 1.651 0.068  0.1160
H 0.434 -0.109 -1.302  0.1398
C -0.786 0.597 0.335  -0.2455
H -2.943 0.607 0.206  0.0710
H 3.532 0.302 0.469  0.1434
H -2.242 -1.008 0.087  0.0774
O 1.570 0.433 0.335  -0.0254
C 2.668 -0.325 0.223  -0.3493
C 0.388 -0.166 -0.207  -0.2139
C -2.099 0.042 -0.194  -0.1090

Spin multiplicity ... 1
Total charge ... 0
Relative energy (zero: lowest compared OMol25 entry of this formula, charge and spin) ... 59.0 kJ/mol
HOMO-LUMO gap ... 11.75 eV
SMILES ... CCCOC=O


The ion C3H3F3N3 with charge +1, computed with ωB97M-V with the def2-TZVPD basis set.

Each line ends with the Löwdin charge.
Positions of all 12 atoms, in Å:
C -3.435 0.432 -0.213  -0.0356
H 0.664 1.078 1.008  0.1274
H -0.440 -0.177 -1.139  0.0952
F -1.485 -2.380 -0.426  0.1386
C -1.550 -1.153 0.179  -0.4841
N -0.248 0.985 0.639  -0.1316
F -1.815 -1.360 1.485  0.1577
H 0.678 -0.951 0.165  0.2063
C -0.289 -0.314 -0.143  0.0039
F -4.237 1.328 -0.308  0.4132
N -2.739 -0.471 -0.345  0.3706
N -1.121 1.776 0.724  0.1384

Spin multiplicity ... 1
Total charge ... +1
Relative energy (zero: lowest compared OMol25 entry of this formula, charge and spin) ... 429.4 kJ/mol
HOMO-LUMO gap ... 8.04 eV